DFT (wB97M-V/def2-TZVPD) results for 7 unconnected molecules or ions with the total composition C22H61N3O10 in a non-equilibrium geometry.

Geometry as XYZ:
```
96
C22H61N3O10, DFT wB97M-V/def2-TZVPD
O 3.04 4.68 -0.86
O -1.19 -3.81 3.29
O 0.68 4.30 -1.95
O -0.56 -0.28 0.56
O 3.96 -3.81 0.07
O 3.27 0.66 3.22
O 0.45 -4.96 -3.68
O -3.94 -1.51 -0.38
O -2.81 1.24 -3.77
O -3.13 1.28 2.90
N -4.49 1.02 0.63
N 5.00 -0.67 1.71
N -0.43 1.07 -2.14
C -1.87 1.33 3.68
C 0.51 0.48 0.09
C 5.48 -0.34 3.08
C -1.58 1.61 -4.34
C -4.01 -0.39 -1.26
C -0.36 0.90 -3.58
C 1.18 -4.64 -2.51
C -0.39 5.03 -2.43
C 2.56 -3.65 0.48
C -3.88 -2.76 -1.00
C -0.97 -5.09 2.92
C 4.55 -2.48 0.02
C -3.66 2.50 2.33
C 4.63 0.96 3.49
C 0.70 0.57 -1.47
C -3.72 2.22 0.83
C 2.25 1.61 3.54
C 2.97 3.81 0.24
C 5.09 -2.13 1.49
C -0.51 -1.72 0.41
C -4.81 0.84 -0.72
C -3.86 2.17 -4.04
H 0.02 -5.12 2.48
H -1.45 2.68 -4.15
H -0.57 4.86 -3.49
H -2.10 -3.62 3.07
H -1.04 0.96 3.09
H 1.93 -3.15 -0.27
H 2.14 1.90 4.58
H 2.20 4.65 -1.33
H -1.50 -2.18 0.38
H -4.29 -0.60 -2.29
H 1.24 1.29 3.27
H -1.99 0.75 4.59
H -0.89 -5.78 3.77
H 6.09 -2.55 1.52
H -4.01 0.20 0.98
H -2.66 2.08 0.59
H -2.96 -0.07 -1.25
H 0.22 1.47 0.45
H 0.60 -0.46 -1.79
H 1.61 1.09 -1.77
H -0.18 -2.06 -0.58
H 4.58 -2.66 2.29
H 0.61 1.24 -3.94
H -3.19 -2.78 -1.85
H 2.67 2.87 -0.20
H -4.62 2.69 2.79
H 0.30 -4.26 -4.32
H 0.24 3.45 -1.99
H 4.83 1.92 3.02
H 2.17 -4.67 0.55
H 3.89 -1.72 -0.39
H 3.95 3.70 0.70
H -1.24 5.07 -1.76
H 1.68 -5.53 -2.13
H -4.83 -2.82 -1.53
H -1.58 1.41 -5.41
H -0.34 -0.16 -3.83
H 5.34 -2.70 -0.70
H -3.79 -3.51 -0.21
H 1.43 0.28 0.64
H 1.91 -3.87 -2.77
H -4.66 1.78 -1.25
H 5.06 -1.20 3.61
H 4.73 1.02 4.57
H -1.58 -5.47 2.10
H -5.85 0.65 -0.99
H -3.84 2.60 -5.05
H 4.04 -0.38 1.78
H -4.73 1.52 -3.96
H -4.07 3.12 0.32
H 2.45 -3.09 1.40
H -1.19 0.49 -1.78
H 2.28 2.50 2.92
H 6.57 -0.37 3.07
H -1.70 2.32 4.12
H -0.06 6.07 -2.40
H -3.00 3.31 2.65
H 0.03 -2.15 1.25
H 2.37 4.02 1.13
H -3.97 3.04 -3.39
H 0.56 -4.10 -1.79
```

The LUMO energy is 0.0126 hartree. The calculation puts the gap between HOMO and LUMO at 8.588 eV. The energy relative to the best compared isomer or geometry (same formula, charge and spin) comes out at 88.34 kcal/mol. For the highest occupied orbital energy, the calculation gives -8.25 eV. The value obtained for the total energy is -48738.6760 eV. Its SMILES is COCCNCCOC.COCCNCCOC.COCCNCCOC.CO.CO.CO.CO.

Partial charges, Mulliken, in e: number 1, O, carries -0.612; number 2, O, carries -0.448; number 3, O, carries -0.585; number 4, O, carries 0.036; number 5, O, carries -0.433; number 6, O, carries -0.302; number 7, O, carries -0.567; number 8, O, carries -0.415; number 9, O, carries -0.182; number 10, O, carries -0.363; number 11, N, carries -0.288; number 12, N, carries -0.541; number 13, N, carries 0.373; number 14, C, carries -0.592; number 15, C, carries -0.293; number 16, C, carries -0.619; number 17, C, carries -0.389; number 18, C, carries 0.684; number 19, C, carries -1.045; number 20, C, carries -0.274; number 21, C, carries -0.894; number 22, C, carries -0.412; number 23, C, carries -0.962; number 24, C, carries -0.485; number 25, C, carries -0.371; number 26, C, carries -0.803; number 27, C, carries -0.565; number 28, C, carries -1.046; number 29, C, carries -0.166; number 30, C, carries -0.307; number 31, C, carries -0.360; number 32, C, carries -0.555; number 33, C, carries -0.558; number 34, C, carries -0.541; number 35, C, carries -0.932; number 36, H, carries 0.068; number 37, H, carries 0.133; number 38, H, carries 0.307; number 39, H, carries 0.302; number 40, H, carries -0.041; number 41, H, carries -0.052; number 42, H, carries 0.399; number 43, H, carries 0.557; number 44, H, carries -0.045; number 45, H, carries 0.579; number 46, H, carries -0.097; number 47, H, carries 0.340; number 48, H, carries 0.295; number 49, H, carries 0.350; number 50, H, carries 0.399; number 51, H, carries -0.047; number 52, H, carries -0.557; number 53, H, carries 0.190; number 54, H, carries 0.428; number 55, H, carries 0.432; number 56, H, carries 0.146; number 57, H, carries 0.376; number 58, H, carries 0.498; number 59, H, carries 0.358; number 60, H, carries 0.090; number 61, H, carries 0.348; number 62, H, carries 0.294; number 63, H, carries 0.255; number 64, H, carries 0.351; number 65, H, carries 0.325; number 66, H, carries 0.173; number 67, H, carries 0.258; number 68, H, carries 0.270; number 69, H, carries 0.273; number 70, H, carries 0.433; number 71, H, carries 0.373; number 72, H, carries 0.414; number 73, H, carries 0.315; number 74, H, carries 0.245; number 75, H, carries -0.030; number 76, H, carries 0.277; number 77, H, carries 0.093; number 78, H, carries 0.320; number 79, H, carries 0.377; number 80, H, carries 0.281; number 81, H, carries 0.279; number 82, H, carries 0.434; number 83, H, carries 0.502; number 84, H, carries 0.256; number 85, H, carries 0.498; number 86, H, carries 0.359; number 87, H, carries -0.136; number 88, H, carries 0.123; number 89, H, carries 0.358; number 90, H, carries 0.366; number 91, H, carries 0.361; number 92, H, carries 0.432; number 93, H, carries 0.377; number 94, H, carries 0.212; number 95, H, carries 0.286; number 96, H, carries 0.051



DFT (wB97M-V/def2-TZVPD) results for a molecular structure, C39H91N11O13Pt in a non-equilibrium geometry.

Geometry as XYZ:
```
155
C39H91N11O13Pt, DFT wB97M-V/def2-TZVPD
Pt 3.36 0.41 2.53
O -7.11 0.98 -0.72
O -1.21 -1.95 -4.63
O -2.96 6.31 3.02
O 2.86 2.63 2.46
O 3.32 5.50 -2.74
O 1.74 -0.56 1.28
O 0.44 1.87 -3.93
O 5.28 -0.91 -4.65
O 2.29 -6.30 -3.21
O -3.24 -5.92 -0.28
O -3.70 -3.34 2.58
O 2.15 -0.22 4.32
O 4.18 -1.60 2.75
N 0.16 3.93 -4.91
N -3.44 -3.79 -1.09
N -1.59 -2.80 3.38
N 3.98 3.30 -3.20
N 3.60 -3.42 3.98
N -5.73 0.45 0.99
N 3.45 -1.97 -3.90
N 2.18 -5.08 -1.24
N -2.74 4.46 1.69
N 0.34 0.84 5.22
N -2.81 -0.68 -3.52
C -4.16 4.44 1.44
C -2.43 -3.31 2.46
C 4.14 -1.25 -4.87
C -6.01 1.06 -0.23
C -0.88 4.39 -3.94
C -6.73 -0.39 1.73
C 2.78 -4.54 0.01
C 0.72 5.07 -5.59
C -2.51 -4.06 -2.21
C -3.05 0.54 -2.66
C 2.71 4.06 2.28
C 2.57 4.47 0.78
C -0.17 -2.83 3.16
C 3.17 4.24 -2.64
C 0.74 2.67 -4.87
C -1.82 3.59 0.96
C 3.83 1.82 -3.14
C 0.87 -0.19 0.22
C -0.34 1.20 3.98
C -4.42 0.55 1.64
C 5.24 3.78 -3.72
C 0.83 -4.70 -1.55
C -1.99 -2.14 4.63
C 2.20 -2.66 -4.24
C -0.72 -0.42 0.42
C 2.69 -4.58 4.21
C -1.59 -1.16 -3.72
C 3.52 -2.64 2.90
C -3.97 -1.06 -4.32
C 1.80 4.76 3.19
C -2.29 5.35 2.60
C 4.05 -2.22 -2.61
C -0.10 1.56 6.37
C 2.84 -5.85 -2.15
C 4.52 -3.17 5.02
C -4.10 -2.52 -1.02
C 1.49 0.28 5.26
C 1.04 1.24 -0.27
C -3.86 -4.83 -0.30
H -7.00 0.08 2.67
H 0.98 -3.63 -1.48
H 4.12 -3.29 -2.45
H 0.33 -1.88 3.29
H 3.24 -5.51 4.33
H -4.71 -4.61 0.36
H 2.17 -2.75 -5.33
H -1.25 5.15 2.89
H 1.38 5.60 -4.91
H -1.54 5.11 -4.43
H -4.28 -0.15 -4.84
H -2.01 3.75 -0.10
H -4.43 -2.21 -2.01
H 0.26 -3.61 3.79
H -5.15 1.51 -0.74
H -3.04 -3.96 -3.15
H 0.65 1.25 -1.29
H -2.01 2.51 1.01
H -4.46 5.20 0.72
H 0.08 0.65 3.14
H 1.14 -0.77 -0.67
H 1.49 2.50 -5.66
H -1.46 3.56 -3.54
H 3.81 -4.83 0.20
H -1.65 -1.11 4.72
H -4.97 -2.46 -0.36
H -0.36 2.59 6.14
H -3.07 -2.01 4.74
H 1.74 0.07 6.31
H 6.07 3.68 -3.02
H -1.36 0.22 -0.18
H -3.37 1.31 -3.36
H -4.82 -1.45 -3.76
H -1.66 -3.39 -2.21
H -1.64 -2.75 5.47
H 1.78 5.84 3.17
H 1.29 -2.26 -3.80
H 2.01 -3.64 -3.81
H 2.90 -3.45 0.04
H -0.26 2.28 3.81
H -2.23 0.87 -2.02
H 0.10 -5.16 -0.88
H -1.09 -1.43 0.21
H -0.85 -0.67 -3.07
H -2.02 -5.04 -2.20
H -0.22 4.88 -3.22
H 0.51 -4.95 -2.56
H -4.43 3.39 1.28
H 0.03 -3.07 2.11
H 5.27 4.85 -3.92
H -1.89 -3.62 1.55
H 3.42 -1.79 -1.82
H 1.99 4.37 4.20
H 2.87 -3.15 2.18
H 2.33 3.73 -2.16
H 3.91 -5.87 -1.90
H -3.45 -1.69 -0.75
H -0.77 3.79 1.14
H -3.74 1.15 1.03
H 0.38 1.94 0.24
H 1.34 4.66 -6.39
H 3.61 4.55 2.65
H 2.87 1.50 -2.75
H -3.73 -1.78 -5.11
H 3.97 -2.94 5.94
H -1.03 1.16 6.79
H 0.82 4.44 2.82
H -4.04 -0.41 2.01
H 5.12 -4.05 5.27
H -6.42 -1.39 2.03
H 3.88 1.45 -4.16
H -1.41 0.97 4.02
H 1.89 -4.77 3.50
H -4.61 1.14 2.54
H 2.16 -4.74 0.89
H -7.59 -0.61 1.10
H 2.08 -4.44 5.09
H 5.05 -1.80 -2.47
H 2.08 1.55 -0.44
H 5.21 -2.34 4.88
H 4.66 1.42 -2.55
H 3.39 4.17 0.12
H -1.02 -0.23 1.45
H 1.63 4.16 0.33
H 0.57 1.67 7.21
H -4.62 4.59 2.42
H 2.64 5.56 0.71
H -0.06 5.68 -6.05
H -3.88 0.37 -1.97
H 5.48 3.28 -4.65
H 3.47 -1.13 -5.74
```

The LUMO energy (alpha / beta) is -0.1233 / -0.2128 hartree. The net charge is +1. As for the spin multiplicity: 4. The calculation puts the gap between HOMO and LUMO (alpha / beta) at 7.323 / 4.887 eV. The energy relative to the best compared isomer or geometry (same formula, charge and spin) comes out at 67.29 kcal/mol. For the highest occupied orbital energy (alpha / beta), the calculation gives -10.68 / -10.68 eV. The value obtained for the total energy is -88158.9079 eV.

Atomic partial charges in e from the Mulliken method, atoms 1 to 99: number 1, Pt, carries 1.845; number 2, O, carries -0.607; number 3, O, carries -0.742; number 4, O, carries -0.614; number 5, O, carries -0.497; number 6, O, carries -0.719; number 7, O, carries -0.353; number 8, O, carries -0.449; number 9, O, carries -0.596; number 10, O, carries -0.601; number 11, O, carries -0.640; number 12, O, carries -0.691; number 13, O, carries -0.891; number 14, O, carries -0.997; number 15, N, carries 0.159; number 16, N, carries 0.288; number 17, N, carries 0.380; number 18, N, carries 0.371; number 19, N, carries 0.254; number 20, N, carries 0.215; number 21, N, carries 0.295; number 22, N, carries 0.359; number 23, N, carries 0.242; number 24, N, carries 0.566; number 25, N, carries 0.353; number 26, C, carries -0.872; number 27, C, carries 0.262; number 28, C, carries 0.139; number 29, C, carries 0.257; number 30, C, carries -0.710; number 31, C, carries -1.075; number 32, C, carries -1.048; number 33, C, carries -0.903; number 34, C, carries -0.941; number 35, C, carries -0.678; number 36, C, carries 0.588; number 37, C, carries -1.133; number 38, C, carries -0.774; number 39, C, carries 0.114; number 40, C, carries -0.065; number 41, C, carries -0.215; number 42, C, carries -0.798; number 43, C, carries 1.424; number 44, C, carries -0.842; number 45, C, carries -0.501; number 46, C, carries -1.188; number 47, C, carries -1.336; number 48, C, carries -0.761; number 49, C, carries -0.939; number 50, C, carries 1.145; number 51, C, carries -1.023; number 52, C, carries 0.170; number 53, C, carries 1.200; number 54, C, carries -1.192; number 55, C, carries -1.016; number 56, C, carries 0.062; number 57, C, carries -0.594; number 58, C, carries -1.089; number 59, C, carries 0.110; number 60, C, carries -1.084; number 61, C, carries 0.018; number 62, C, carries -0.236; number 63, C, carries -0.862; number 64, C, carries 0.135; number 65, H, carries 0.364; number 66, H, carries 0.202; number 67, H, carries 0.240; number 68, H, carries -0.204; number 69, H, carries 0.405; number 70, H, carries 0.376; number 71, H, carries 0.477; number 72, H, carries 0.336; number 73, H, carries 0.341; number 74, H, carries 0.373; number 75, H, carries 0.430; number 76, H, carries 0.492; number 77, H, carries -0.082; number 78, H, carries 0.818; number 79, H, carries 0.322; number 80, H, carries 0.320; number 81, H, carries 0.067; number 82, H, carries -0.036; number 83, H, carries 0.325; number 84, H, carries -0.151; number 85, H, carries -0.356; number 86, H, carries 0.310; number 87, H, carries -0.035; number 88, H, carries 0.350; number 89, H, carries 0.025; number 90, H, carries 0.289; number 91, H, carries 0.348; number 92, H, carries 0.324; number 93, H, carries 0.365; number 94, H, carries 0.368; number 95, H, carries -0.952; number 96, H, carries 0.437; number 97, H, carries 0.309; number 98, H, carries 0.077; number 99, H, carries 0.371



DFT (wB97M-V/def2-TZVPD) results for a molecular structure, C10H14Cl2IrNOSSe3Te2 in a non-equilibrium geometry.

Geometry as XYZ:
```
35
C10H14Cl2IrNOSSe3Te2, DFT wB97M-V/def2-TZVPD
Ir 0.61 0.90 1.09
Te 0.46 2.94 -0.81
Te 0.18 1.71 5.16
Se 2.12 0.06 4.71
Se 2.61 0.01 2.53
Se -0.23 2.84 3.08
Cl 2.73 0.56 -0.73
Cl -0.96 -3.07 -2.39
S -0.10 -1.04 -0.24
O -0.55 -0.24 2.94
N -2.55 -0.65 2.03
C 1.38 -2.61 -3.62
C 0.57 -2.29 -2.55
C -1.39 3.96 -0.36
C 3.03 -1.05 -2.84
C -1.59 -0.90 2.92
C -1.86 -2.00 3.90
C 2.62 -2.01 -3.75
C 0.96 -1.34 -1.59
C -0.37 1.83 -2.47
C 2.20 -0.71 -1.79
H 3.99 -0.57 -2.94
H -2.90 -1.99 4.21
H -1.34 1.42 -2.19
H -1.38 4.21 0.70
H 3.27 -2.28 -4.57
H 0.30 1.01 -2.71
H -1.21 -1.92 4.76
H -0.47 2.47 -3.33
H -2.23 3.31 -0.57
H -3.41 -1.16 2.01
H -2.38 0.04 1.31
H -1.65 -2.95 3.40
H -1.48 4.87 -0.94
H 1.05 -3.34 -4.34
```

The LUMO energy (alpha / beta) is -0.1379 / -0.2043 hartree. The net charge is +1. As for the spin multiplicity: 6. The calculation puts the gap between HOMO and LUMO (alpha / beta) at 6.228 / 5.216 eV. The energy relative to the best compared isomer or geometry (same formula, charge and spin) comes out at 15.00 kcal/mol. For the highest occupied orbital energy (alpha / beta), the calculation gives -9.98 / -10.77 eV. The value obtained for the total energy is -263472.3743 eV.

Partial charges, Mulliken, in e: number 1, Ir, carries 1.007; number 2, Te, carries 0.301; number 3, Te, carries 0.232; number 4, Se, carries -0.074; number 5, Se, carries 0.034; number 6, Se, carries -0.126; number 7, Cl, carries -0.194; number 8, Cl, carries -0.202; number 9, S, carries -0.498; number 10, O, carries -0.387; number 11, N, carries -0.242; number 12, C, carries -0.708; number 13, C, carries 0.252; number 14, C, carries -0.922; number 15, C, carries -0.702; number 16, C, carries 0.753; number 17, C, carries -1.288; number 18, C, carries -0.405; number 19, C, carries -0.152; number 20, C, carries -0.819; number 21, C, carries 0.761; number 22, H, carries 0.428; number 23, H, carries 0.410; number 24, H, carries 0.294; number 25, H, carries 0.247; number 26, H, carries 0.390; number 27, H, carries 0.180; number 28, H, carries 0.281; number 29, H, carries 0.421; number 30, H, carries 0.295; number 31, H, carries 0.200; number 32, H, carries 0.140; number 33, H, carries 0.308; number 34, H, carries 0.351; number 35, H, carries 0.437